# 1
Formula: C35H39NO4S
Source: the OMol25 dataset
Level of theory: ωB97M-V with the def2-TZVPD basis set

XYZ file:
```
80
Properties=species:S:1:pos:R:3:lowdin_charge:R:1
C 3.430 -3.330 1.583 -0.17
C -0.685 -1.558 -1.628 -0.10
C -3.335 0.980 -2.657 -0.21
H 4.528 -0.986 -1.900 0.13
O -1.320 -0.959 2.546 -0.32
H -4.394 2.846 -2.587 0.11
H -3.737 -1.514 1.094 0.08
H 1.149 0.778 0.927 0.13
H -4.223 0.650 1.097 0.13
H 0.771 3.308 6.736 0.12
C 0.332 0.586 4.704 -0.04
H -3.560 -2.014 -3.684 0.08
H 3.214 -2.810 -1.484 0.08
C 1.514 1.442 -1.429 -0.21
S -0.699 0.274 2.096 0.76
C -2.838 -0.113 -1.907 -0.14
H 0.135 -2.684 2.024 0.12
H -3.669 1.917 -4.560 0.08
C -3.980 0.768 0.034 -0.03
O 5.323 -3.972 0.463 0.04
H -0.989 -2.413 -1.013 0.11
C 3.936 -2.006 1.587 0.01
C 3.036 -0.947 1.557 0.00
C 1.632 -1.190 1.447 -0.20
C 3.684 -0.277 -1.775 -0.03
C -5.153 2.977 0.023 -0.05
H 1.492 -2.726 -1.093 0.07
H 5.016 -1.838 1.504 0.13
H -0.734 0.266 -0.511 0.09
C -4.062 1.981 -2.017 -0.01
C 5.315 1.600 -1.531 -0.06
C -4.383 1.905 -0.659 -0.27
C -3.090 1.082 -4.144 -0.05
H -3.139 -2.963 -2.272 0.07
H 0.456 -0.482 4.699 0.11
O 3.809 -5.520 0.950 0.06
C 0.617 -0.213 0.897 -0.17
H -0.344 4.403 4.799 0.11
C -0.152 3.332 4.782 -0.07
H -2.033 1.292 -4.379 0.08
C -1.914 -1.133 -2.538 -0.28
H -3.393 0.172 -4.683 0.08
H 3.407 0.090 1.553 0.13
O -1.484 1.256 1.353 -0.34
H 0.024 -1.948 -2.373 0.09
H -6.008 2.553 0.551 0.08
H 5.718 1.769 -2.534 0.09
C -2.707 -2.342 -3.071 -0.05
H -5.507 3.689 -0.716 0.07
C -0.193 1.228 3.561 -0.24
H -1.474 -0.660 -3.437 0.13
N 4.232 -4.341 0.984 -0.32
H 0.728 3.418 -1.307 0.09
C 1.187 -2.472 1.804 -0.02
H 5.339 2.556 -1.001 0.08
H 1.164 0.846 6.674 0.11
H -2.167 -1.839 0.418 0.05
H 2.035 -2.673 -2.806 0.10
C 2.259 -2.334 -1.771 -0.04
C -3.328 -0.292 -0.600 -0.20
H -2.098 -2.989 -3.723 0.08
C 2.059 -3.551 1.842 0.02
C 1.316 0.028 -1.323 -0.15
H -4.547 3.509 0.758 0.08
C 0.694 1.347 5.827 -0.07
C 3.929 1.071 -1.586 -0.29
C 2.411 -0.830 -1.674 -0.19
C -3.198 -1.605 0.145 -0.03
H 5.991 0.898 -1.018 0.08
C -0.516 2.586 3.658 -0.06
H -0.231 2.254 -0.413 0.06
C 0.044 -0.498 -0.751 -0.10
C 2.825 1.938 -1.484 0.00
C 0.467 2.716 5.860 -0.08
H 2.990 2.992 -1.378 0.11
C 0.349 2.379 -1.328 -0.02
H 1.744 -4.591 1.981 0.13
H -3.658 -2.451 -0.410 0.09
H -0.324 2.293 -2.197 0.09
H -1.037 3.085 2.831 0.12
```

Values from the calculation:
Orbital gap   7.18 eV
DFT total energy   -57438.162 eV
E_LUMO   -0.040 Eh
SMILES   Cc1cc(C)c([C@H](C)C[C@H](c2c(C)cc(C)cc2C)[C@H](c2ccc([N+](=O)[O-])cc2)S(=O)(=O)c2ccccc2)c(C)c1
HOMO level   -8.27 eV
Total charge   0



# 2
Formula: C35H40BBr2Cl21N3O6S2
Source: the OMol25 dataset
Level of theory: ωB97M-V with the def2-TZVPD basis set

XYZ file:
```
110
Properties=species:S:1:pos:R:3:lowdin_charge:R:1
O -0.460 -0.256 -0.584 -0.02
Cl 3.375 -4.249 0.055 0.61
H -3.263 1.665 3.528 0.08
Cl 4.883 -7.086 3.604 0.53
C 0.618 -0.773 3.047 -0.04
H -8.086 1.877 -0.905 0.07
H -0.103 1.043 2.222 0.04
H 1.595 2.901 -0.391 0.11
H 0.635 5.326 -0.130 0.06
H 1.321 -4.381 -3.966 0.05
C 3.788 2.774 -2.294 -1.07
C 4.951 -4.839 0.563 -1.54
H 2.076 -5.031 -2.501 0.05
N 2.179 5.940 -1.690 -0.07
C 2.569 8.815 0.861 -1.50
Cl -0.030 2.626 -6.440 0.53
C 3.036 5.147 -2.235 -0.27
H -3.519 -0.885 0.305 0.12
C -5.577 -5.506 4.157 -1.51
Cl 4.313 9.039 1.064 0.50
H -1.422 1.575 -2.722 0.12
H 1.358 -0.471 3.808 0.04
H -2.701 -7.517 4.513 -0.11
Cl -4.920 -7.119 4.483 0.58
H -2.960 4.189 2.408 0.11
Cl -1.029 -6.785 3.049 0.52
H 8.738 4.891 -2.573 0.01
H -1.469 3.179 0.197 0.08
B 0.543 -0.542 0.464 -0.82
Cl 2.510 3.991 -6.845 0.50
C -5.003 3.292 1.278 -0.04
H 0.390 -5.518 -3.009 0.05
C 1.120 -4.699 -2.929 -0.19
C 0.294 0.041 1.996 -0.06
H 2.893 0.268 -2.474 0.05
Cl -0.941 -9.030 4.897 0.50
C -1.480 -1.218 -0.614 -0.31
H -7.163 0.400 -1.497 0.08
Br 0.732 -1.820 -3.050 0.97
C 3.008 -0.833 -0.621 -0.28
Br -0.050 -5.439 -0.269 0.78
H -1.937 -2.170 -2.504 0.10
C -2.337 -1.320 -1.916 -0.03
N -1.593 -3.126 0.989 0.20
Cl -4.969 -4.893 2.623 0.60
C 1.455 5.057 -0.788 -0.25
H -0.451 2.933 1.675 0.06
H 4.642 -9.323 4.259 0.01
C -2.593 -3.676 0.541 -0.38
Cl 0.939 4.511 -4.470 0.58
S 4.153 2.636 -3.878 0.66
H -2.206 -0.691 1.453 0.13
C -2.414 2.347 3.368 -0.04
H -2.394 3.042 4.227 0.07
C -2.344 -0.090 -2.825 -0.48
H -5.091 4.122 1.987 0.11
C -1.322 3.449 1.253 -0.05
C -2.644 3.188 2.070 -0.32
O 0.380 -2.024 0.631 0.02
S 4.442 1.540 -1.159 0.84
Cl 7.361 6.770 -2.311 0.52
O -3.376 0.177 -3.403 0.09
C -2.492 -0.491 0.403 -0.08
Cl 4.431 -9.422 1.927 0.51
N 2.971 3.830 -1.815 -0.12
Cl 7.412 4.868 -4.507 0.52
C -6.108 2.931 0.508 -0.06
H 3.730 5.546 -2.973 0.13
H -3.384 -1.589 -1.722 0.12
C 1.941 3.794 -0.904 -0.06
C -0.705 -2.508 -0.095 -0.38
C 0.527 -3.508 -2.171 -0.70
C -5.969 1.877 -0.388 -0.27
Cl 2.439 -8.618 3.875 0.52
O -2.416 0.930 0.217 -0.03
H -4.671 0.374 -1.152 0.11
C -3.769 2.644 1.193 -0.14
H 0.135 -1.751 3.174 0.05
H -6.966 1.984 -2.259 0.08
C -7.138 1.477 -1.289 -0.05
H 0.361 4.922 -6.707 0.01
H 2.435 0.530 0.988 0.10
Cl 1.709 9.294 2.339 0.50
C -0.069 -3.603 -0.975 -0.50
H 4.515 -0.585 -2.259 0.07
H 2.588 -1.776 -0.970 0.03
C -4.753 1.214 -0.455 0.02
O -3.470 -4.387 0.174 0.07
O -1.244 0.688 -3.065 0.04
H -7.037 3.490 0.631 0.10
C 7.694 5.098 -2.777 -1.53
C -1.622 -7.424 4.581 -1.57
C 4.163 -8.698 3.517 -1.54
Cl 5.166 -6.527 0.085 0.49
Cl 6.713 3.980 -1.834 0.55
Cl -1.247 -6.318 5.903 0.52
H 1.765 0.974 -0.586 0.07
Cl 2.200 7.149 0.415 0.71
C 3.691 -0.038 -1.784 -0.44
H -1.098 4.532 1.287 0.06
Cl 6.245 -3.832 -0.102 0.52
H -1.465 1.799 3.392 0.05
Cl -5.185 -4.400 5.475 0.53
C 1.989 0.111 0.071 -0.11
C 0.873 4.123 -6.185 -1.53
H -6.654 -5.589 4.090 0.01
C -3.633 1.552 0.305 -0.21
H 4.999 -4.785 1.644 -0.01
H 2.237 9.461 0.058 0.01
H 3.823 -1.007 0.107 0.10
```

Values from the calculation:
Orbital gap   5.49 eV
DFT total energy   -479099.410 eV
E_LUMO   0.045 Eh
HOMO level   -4.27 eV
Total charge   -1



# 3
Formula: C35H40Br2CsN9O7S3
Source: the OMol25 dataset
Level of theory: ωB97M-V with the def2-TZVPD basis set

XYZ file:
```
97
Properties=species:S:1:pos:R:3:lowdin_charge:R:1
H -6.803 2.090 5.701 0.06
H -0.587 -0.530 3.613 0.13
H -4.436 -1.838 -3.617 0.12
Br 2.467 -7.735 0.048 0.68
O -1.275 3.246 -3.936 -0.06
H 3.846 2.444 -3.929 0.12
C 3.646 0.421 2.612 -0.22
C 0.117 1.469 4.285 -0.44
C 1.438 -6.165 0.212 -0.68
H 4.514 0.711 3.281 0.11
H 3.622 1.367 0.817 0.06
C -2.895 -1.900 -1.412 -0.63
C 4.005 -0.590 -1.531 -0.12
H 5.144 -1.627 -3.111 0.13
H 2.671 2.426 -1.688 0.09
C 3.312 1.586 -2.011 -0.10
C 4.625 0.404 -3.575 -0.24
S -4.272 -1.683 3.974 1.00
H -0.365 5.430 -3.572 0.05
C 0.664 -6.000 1.368 -0.21
O 0.698 -2.436 1.367 -0.17
C -6.488 1.749 4.703 -0.11
C 0.366 -0.102 4.060 -0.31
H -1.386 5.999 -0.176 0.03
C 2.726 -0.281 3.585 -0.21
N 1.328 -0.527 3.170 -0.09
H 0.895 4.213 -3.542 0.04
N 3.155 1.494 1.713 -0.07
N -5.398 0.147 2.565 -0.04
H 2.570 2.634 4.235 0.07
O 1.554 4.256 -0.718 -0.58
H -6.179 -0.144 5.732 0.07
H 3.148 -1.240 3.824 0.10
O -1.906 -1.743 -0.630 -0.19
Br -0.430 -4.497 3.450 0.77
C -5.437 -0.379 3.797 -0.63
H 2.728 3.409 1.216 0.09
C 1.455 -5.187 -0.782 -0.22
C 5.291 0.284 -4.829 -0.19
H 0.125 -1.240 -3.353 0.07
H -0.460 7.012 -1.392 0.03
S 0.498 2.779 3.053 0.83
H 4.097 -0.380 1.951 0.12
C -2.677 0.999 -4.531 0.05
H 0.657 1.789 5.185 0.05
O -3.771 -2.767 -1.462 0.00
H 2.746 0.250 4.570 0.11
H 0.264 6.565 0.216 0.05
C 0.584 -3.630 0.925 -0.39
C 1.839 -5.365 -2.122 -0.04
C 0.582 5.152 -3.050 -0.24
C -1.001 2.262 -3.212 -0.63
H 2.237 4.268 3.501 0.06
C -3.760 -0.966 -3.606 0.05
C 3.112 2.919 2.129 -0.28
C 4.616 -0.720 -2.774 -0.02
C -3.883 -1.450 2.293 -0.72
C -2.938 -0.854 -2.491 -0.19
H 0.459 -6.892 1.965 0.09
Cs 0.180 0.358 -0.111 0.89
C -3.602 -0.025 -4.643 -0.29
N -2.075 0.152 -2.407 0.12
S 0.208 4.647 -1.287 0.86
H -2.603 -3.059 2.239 0.05
N 3.328 0.512 -1.195 0.03
N -3.038 -2.290 1.699 0.10
H 0.481 -0.500 5.115 0.11
H 1.307 5.971 -3.067 0.04
H 3.961 -1.432 -0.782 0.14
H -2.565 -1.982 0.761 0.07
C -1.977 1.101 -3.301 -0.19
C -0.420 6.261 -0.598 -0.25
O 0.042 2.222 -2.469 -0.26
O -4.384 0.010 -5.786 0.00
H -5.479 2.158 4.631 0.07
N 0.866 -2.862 -1.346 0.17
N 5.861 -0.027 -5.780 0.15
C -6.462 0.190 4.764 -0.25
H -5.063 -0.708 -5.779 0.11
H -7.135 2.056 3.903 0.06
H 1.862 -4.476 -4.091 0.11
H 1.796 -1.509 -3.888 0.07
H 0.442 -2.534 -4.539 0.08
H 2.130 -6.351 -2.442 0.07
H -0.949 1.540 4.469 0.05
C 1.681 -4.311 -3.015 -0.03
H 4.098 3.332 2.285 0.09
N -4.509 -0.424 1.724 -0.01
H -2.519 1.746 -5.338 0.13
C 3.918 1.588 -3.268 0.02
C 2.227 3.177 3.337 -0.49
C 1.096 -3.100 -2.614 -0.35
C 0.959 -3.867 -0.461 -0.13
H -7.401 -0.268 4.444 0.10
C 0.852 -2.029 -3.635 -0.02
H 1.171 -1.413 2.664 0.06
C 0.260 -4.760 1.741 -0.66
```

Values from the calculation:
Orbital gap   5.61 eV
DFT total energy   -237827.601 eV
E_LUMO   0.124 Eh
HOMO level   -2.24 eV
Total charge   -2
Energy relative to the best compared isomer or geometry (same formula, charge and spin)   16.57 kcal per mole



# 4
Formula: C35H40F6N5O
Source: the OMol25 dataset
Level of theory: ωB97M-V with the def2-TZVPD basis set

XYZ file:
```
87
Properties=species:S:1:pos:R:3:lowdin_charge:R:1
H -0.522 -0.613 3.839 0.13
H -4.678 -1.690 2.894 0.16
C 1.175 1.359 0.596 -0.20
C 6.768 4.859 1.351 -0.17
H 2.150 1.787 -1.923 0.12
C -1.182 1.800 2.636 -0.10
C -7.130 -3.030 -0.003 -0.09
H -3.359 -3.851 0.237 0.13
H -0.889 -3.276 -1.616 0.14
H -2.349 -1.544 -3.673 0.13
H 3.585 0.199 -0.195 0.12
N 6.385 3.727 0.533 -0.14
C 4.953 1.818 0.091 0.00
H 7.508 5.433 0.779 0.12
C 1.572 0.865 -1.869 -0.05
H 2.191 1.692 3.138 0.13
H 0.481 2.208 0.493 0.17
F -5.216 -6.260 -1.935 0.14
H -0.284 -3.737 -4.180 0.13
H 0.348 3.328 2.722 0.10
F -8.823 -1.885 -1.217 0.13
H 7.105 2.904 -1.270 0.10
C -1.817 -2.457 -3.376 -0.16
H -2.649 -1.498 3.805 0.15
C 7.455 3.162 -0.261 -0.05
F -3.248 -5.330 -1.607 0.11
H 1.986 3.762 1.664 0.11
C -5.187 -4.145 -0.845 -0.09
H 1.458 -2.703 -5.705 0.10
H -0.357 -1.619 2.361 0.14
O -2.428 -1.635 0.696 0.04
C 0.977 0.477 -0.657 -0.17
H 5.297 6.332 0.862 0.12
C -0.732 0.502 1.962 -0.22
H 2.338 -1.392 -4.879 0.08
H -7.133 -4.264 -1.773 0.15
H 1.038 -1.005 -6.036 0.10
C -6.386 -2.490 1.043 0.07
C 4.115 3.711 1.374 -0.14
H 7.283 4.504 2.262 0.13
C 1.358 -1.709 -5.250 -0.05
C -0.912 -0.767 2.821 -0.11
H 5.910 6.422 2.514 0.12
H 8.242 3.922 -0.349 0.09
C -4.415 -3.607 0.179 0.07
N -4.226 -2.099 2.081 0.13
C 5.590 5.734 1.731 -0.16
H -0.075 2.681 4.310 0.13
C -8.598 -2.715 -0.146 -0.51
F -9.333 -3.851 -0.365 0.13
H -2.082 -2.026 -1.289 0.09
N 0.791 0.683 1.793 -0.01
C 0.073 2.415 3.261 -0.13
H 2.083 0.314 -3.878 0.10
H -1.023 -2.676 -5.380 0.13
F -4.617 -4.504 -3.125 0.11
C -4.566 -5.061 -1.865 -0.50
C 3.706 1.215 0.187 -0.04
C 2.600 1.925 0.689 -0.20
C -5.008 -2.744 1.110 -0.19
H 7.890 2.262 0.203 0.10
H -2.538 -3.275 -3.424 0.10
C 5.178 3.095 0.656 -0.16
C 1.155 1.348 3.122 -0.06
H 3.510 5.541 2.267 0.12
C 2.832 3.177 1.277 -0.01
N 0.406 -1.769 -4.166 -0.14
C 4.402 4.910 2.214 -0.15
F -9.116 -2.102 0.954 0.12
H 1.048 0.572 3.888 0.12
H 1.233 -0.247 1.742 0.19
C 0.567 -1.000 -3.052 -0.16
C -2.957 -1.626 1.816 -0.48
H 4.613 4.579 3.243 0.13
H -1.224 0.369 0.994 0.14
H 5.761 1.321 -0.441 0.10
H -6.851 -1.842 1.781 0.13
H -0.274 -1.087 0.227 0.08
C 1.484 0.080 -3.005 0.00
H -1.956 1.586 3.378 0.12
C 0.172 -0.669 -0.679 0.01
N -2.349 -1.080 2.928 0.08
C -0.675 -2.717 -4.337 -0.17
C -6.545 -3.852 -0.960 0.06
C -1.269 -2.304 -1.967 -0.15
H -1.619 2.469 1.879 0.13
C -0.174 -1.295 -1.880 -0.13
```

Values from the calculation:
Orbital gap   7.18 eV
DFT total energy   -62743.751 eV
E_LUMO   -0.081 Eh
SMILES   CN1CCCc2cc(C(c3ccc4c(c3)CCCN4C)[N@H+]3CCC[C@@H]3CNC(=O)Nc3cc(C(F)(F)F)cc(C(F)(F)F)c3)ccc21
HOMO level   -9.37 eV
Total charge   +1
Energy relative to the best compared isomer or geometry (same formula, charge and spin)   0.00 kcal per mole



# 5
Formula: C35H40N10NiO3PS
Source: the OMol25 dataset
Level of theory: ωB97M-V with the def2-TZVPD basis set

XYZ file:
```
91
Properties=species:S:1:pos:R:3:lowdin_charge:R:1
H 2.319 0.648 5.224 0.15
H -5.786 -0.859 3.705 0.14
C -0.495 2.616 -5.939 -0.09
N -0.043 -2.769 0.285 -0.01
H -3.207 -4.405 3.518 0.15
C 0.340 1.515 5.293 -0.20
H 2.214 2.344 4.626 0.13
H -3.405 1.752 6.400 0.13
H 4.027 -2.385 0.544 0.04
H 1.044 -4.246 -0.852 0.11
N 0.448 2.283 -3.197 0.11
C 2.105 3.683 -2.176 -0.15
N 1.718 0.946 3.260 -0.08
C 1.675 1.402 4.696 -0.07
H -0.053 -0.144 2.878 0.15
N -0.980 -4.703 -0.335 0.13
C -1.678 -0.397 -4.583 -0.24
N 2.862 1.269 2.571 0.14
H 0.085 -0.633 5.759 0.12
H 3.508 0.578 0.717 0.11
C 2.683 -2.321 -3.028 -0.22
H -2.100 3.818 5.886 0.11
H -3.591 -4.834 -0.244 0.14
H -0.387 3.317 -5.100 0.05
H 4.886 -0.084 -1.608 0.05
C 3.997 -2.504 -0.526 -0.24
C -2.445 -0.755 6.084 -0.26
H 2.619 3.533 -0.083 0.12
C -0.013 1.202 -5.626 -0.19
H -0.378 -1.724 -5.702 0.09
C -1.327 -2.756 0.661 -0.09
H 4.948 -2.505 -0.969 0.03
H -2.327 -0.360 -3.755 0.06
H 3.529 0.914 -1.288 -0.01
S -1.200 0.529 -1.808 0.87
H 3.804 0.279 -2.875 0.05
H -0.339 0.568 -6.458 0.11
C -4.792 -2.728 1.011 -0.02
C -1.668 0.486 6.118 -0.15
H -1.847 -1.911 1.045 0.14
N -0.737 0.714 -4.434 -0.10
C 3.836 0.051 -1.821 -0.22
N -1.867 -3.948 0.387 -0.09
H 0.117 3.083 -6.731 0.08
C 3.129 5.409 -3.487 -0.07
H 1.091 1.207 -5.475 0.13
O -0.546 -0.856 -1.545 -0.76
C -3.119 -4.586 0.723 -0.07
C 0.112 -4.000 -0.345 -0.16
P 2.806 -1.419 -1.407 0.85
C -3.837 -3.644 2.994 0.03
C -2.348 1.704 6.127 0.00
C 3.531 5.248 -1.111 -0.10
C 2.701 0.623 1.452 -0.21
C -5.563 -1.824 1.804 -0.04
C -0.327 0.359 5.775 0.04
C -3.963 -3.656 1.614 -0.22
H 2.033 -1.747 -3.671 0.02
C -1.639 2.851 5.847 -0.06
C 1.147 2.578 -2.066 -0.44
H 0.212 3.712 5.251 0.14
C -1.010 -1.717 -4.788 -0.08
C 0.921 0.174 2.507 -0.07
H -2.265 -0.161 -5.464 0.13
O 1.188 1.924 -1.000 -0.07
C -5.291 -1.679 3.149 -0.02
H 3.699 -2.369 -3.479 0.07
H 1.815 3.888 -4.283 0.09
H -1.785 -2.445 -5.005 0.08
O -3.526 -0.760 5.178 0.09
H -0.381 -2.074 -3.965 0.05
N -2.992 -2.881 5.803 0.11
H -1.563 2.698 -6.199 0.08
C 2.783 4.104 -1.016 -0.02
H -2.858 -5.529 1.222 0.14
H -6.319 -1.212 1.330 0.11
H 3.349 5.886 -4.426 0.10
H 3.633 -3.513 -0.676 0.04
Ni 0.876 -1.046 -0.249 0.48
C -3.734 -2.150 4.973 -0.23
H 3.942 5.733 -0.216 0.11
C 3.709 5.904 -2.308 -0.08
N 1.517 -0.025 1.327 0.00
C -0.368 1.283 -3.242 -0.47
C -0.337 2.745 5.419 -0.02
C -4.313 -2.520 3.688 -0.16
N -2.160 -1.970 6.488 0.10
C 2.267 4.329 -3.420 -0.01
H -4.865 -2.691 -0.081 0.12
H 2.232 -3.291 -2.904 0.03
H 4.317 6.841 -2.374 0.12
```

Values from the calculation:
Orbital gap (spin up / spin down)   7.15 / 6.51 eV
DFT total energy   -119147.734 eV
E_LUMO (spin up / spin down)   -0.084 / -0.107 Eh
Multiplicity   3
HOMO level (spin up / spin down)   -9.44 / -9.44 eV
Total charge   +1
Energy relative to the best compared isomer or geometry (same formula, charge and spin)   94.45 kcal per mole